Entry from the OMol25 dataset: a molecular structure, C2H2Cl3NO (ωB97M-V with the def2-TZVPD basis set).

Geometry as XYZ:
```
9
C2H2Cl3NO | the OMol25 dataset | ωB97M-V with the def2-TZVPD basis set
C 0.77 -0.26 -0.06
C -0.91 -0.35 -0.01
N 1.42 0.98 0.33
O 0.96 2.04 -0.10
Cl -1.47 -1.94 0.37
Cl -1.71 0.41 -1.45
Cl -1.28 0.58 1.40
H 1.03 -1.09 0.57
H 1.20 -0.37 -1.03
```

Computed properties:
LUMO: -0.74 eV
total energy: -1587.8594 hartree
Kohn-Sham gap: 8.930 eV
M: 162.4 g/mol